ORCA calculation (wB97M-V/def2-TZVPD) on a structure of composition C34H39N2SeTc at a distorted geometry.

Calculated values
- Kohn-Sham gap (spin up / spin down) (eV) = 5.684 / 5.632
- multiplicity = 2
- lowest unoccupied orbital energy (spin up / spin down) (eV) = 2.5 / 2.6
- expectation value of S² = 1.1756
- HOMO level (spin up / spin down) (Eh) = -0.1158 / -0.1099
- relative energy (zero: lowest compared OMol25 entry of this formula, charge and spin) (eV) = 1.446
- charge = -1

Each line ends with the Mulliken charge.
CARTESIAN COORDINATES (ANGSTROEM)
Tc1 0.04657 -0.20912 -0.12330  0.062
C1 2.30647 2.83938 1.07830  -1.646
C2 2.30717 1.39198 1.57900  3.532
C3 3.73457 0.87568 1.76820  -1.728
C4 1.49147 1.27728 2.85020  0.394
C5 1.90257 2.04038 3.92660  -0.378
C6 1.19187 2.06188 5.11040  -1.514
C7 -0.01373 1.39508 5.16100  -0.495
C8 -0.48203 0.61868 4.11050  0.422
C9 -1.91033 0.12668 4.29430  0.021
C10 -2.71243 -0.03222 3.00580  -1.371
C11 -1.98293 -1.13562 5.16460  -1.397
C12 0.33517 0.46178 2.96380  -0.138
N1 0.04517 -0.44622 1.96390  0.868
C13 -0.23813 -1.71152 2.26020  -0.423
C14 -0.70233 -2.55322 1.24450  -0.067
C15 -1.21703 -3.85912 1.26780  -1.780
C16 -1.73833 -4.09152 -0.00090  -0.684
C17 -1.50543 -2.95342 -0.77920  -0.683
N2 -0.84653 -2.03162 -0.03480  0.430
C18 -2.06583 -2.72502 -2.16770  3.063
C19 -1.55933 -3.80842 -3.12730  -1.942
C20 -1.68033 -1.37272 -2.76740  -1.837
C21 -3.60003 -2.79282 -2.05420  -1.828
H1 2.79387 2.89508 0.10570  0.434
H2 2.82677 3.50138 1.76880  0.356
H3 1.28327 3.19528 0.96990  0.319
H4 1.83677 0.78048 0.77600  -1.882
H5 4.26627 1.46348 2.51530  0.340
H6 4.28497 0.93038 0.83070  0.429
H7 3.71607 -0.16112 2.09750  0.385
H8 2.80457 2.62808 3.83860  0.331
H9 1.54977 2.63058 5.95660  0.353
H10 -0.62413 1.48938 6.04970  0.450
H11 -2.39963 0.92578 4.87090  0.688
H12 -2.51343 -0.98912 2.52780  0.224
H13 -2.47483 0.77228 2.30750  0.081
H14 -3.77913 0.01888 3.22570  0.509
H15 -1.80043 -2.03612 4.58230  0.290
H16 -2.96833 -1.22752 5.61910  0.399
H17 -1.24133 -1.08392 5.96100  0.335
H18 -0.13083 -2.07672 3.27700  0.663
H19 -1.22113 -4.52132 2.11470  0.502
H20 -2.23703 -4.99022 -0.32240  0.519
H21 -0.47503 -3.75962 -3.19050  0.399
H22 -1.97033 -3.64322 -4.12230  0.427
H23 -1.84383 -4.80292 -2.79600  0.370
H24 -0.59713 -1.28222 -2.81910  0.042
H25 -2.06473 -0.55012 -2.16200  0.277
H26 -2.08553 -1.27332 -3.77400  0.519
H27 -3.92113 -3.77742 -1.71890  0.386
H28 -4.06683 -2.57712 -3.01580  0.444
H29 -3.94313 -2.05782 -1.32740  0.364
Se1 -1.36283 1.87888 -0.05460  -0.149
C22 -1.30683 2.96678 -1.61650  0.067
C23 -0.36703 2.74018 -2.61650  0.120
C24 -0.30773 3.57868 -3.71210  -0.532
C25 -1.19043 4.64428 -3.82110  -0.447
C26 -2.13903 4.85828 -2.83370  -0.531
C27 -2.20293 4.02388 -1.73660  -0.557
H30 0.30507 1.89378 -2.51190  -0.024
H31 0.43857 3.41248 -4.48000  0.414
H32 -1.14343 5.30908 -4.67250  0.348
H33 -2.83243 5.68718 -2.91330  0.343
H34 -2.94873 4.17988 -0.96840  0.373
C28 1.25727 -0.29942 -1.53740  -1.217
C29 2.32187 -0.49352 -2.40780  1.361
C30 3.43277 -1.26432 -1.97350  -0.633
C31 4.50237 -1.50152 -2.80060  -0.580
C32 4.52467 -0.98832 -4.09520  -0.380
C33 3.44617 -0.23532 -4.54710  -0.658
C34 2.36757 0.01458 -3.73110  -0.026
H35 3.40187 -1.66202 -0.96760  0.353
H36 5.35007 -2.07762 -2.44350  0.347
H37 5.36757 -1.19092 -4.74130  0.370
H38 3.44687 0.14738 -5.56290  0.359
H39 1.52797 0.58988 -4.09580  0.447